8
Properties=species:S:1:pos:R:3:forces:R:3:mulliken_charge:R:1 method="wB97M-V/def2-TZVPD" gap_ev="8.97 / 5.31" relative_energy_ev=2.080 total_energy_ev=-230156.001 spin_multiplicity=1 e_homo_ev="-10.853 / -9.088"
C -0.4855 0.4111 -0.1708 0.1 0.9 -0.9 0.445
C 0.2020 -0.8839 -0.1070 0.0 -0.2 -0.1 0.105
F -0.2286 1.2043 0.8618 0.2 0.0 0.2 -0.180
F -1.8036 0.3025 -0.2942 -0.1 -0.2 0.0 -0.172
Cl 1.7828 -0.9402 0.4755 -0.1 0.0 0.0 -0.075
Br 0.1349 1.4600 -1.8414 -0.2 -0.5 0.7 -0.144
Br -0.4812 -2.2508 -1.1492 0.2 0.0 0.1 0.019
Br 5.1660 -0.0220 -0.0832 -0.1 0.0 0.0 0.001

---

6
Properties=species:S:1:pos:R:3:forces:R:3:mulliken_charge:R:1 method="wB97M-V/def2-TZVPD" gap_ev=9.88 relative_energy_ev=0.000 smiles="FC(Br)=C(Br)Br" total_energy_ev=-214917.320 spin_multiplicity=1 e_homo_ev=-9.795
C -0.5302 -0.3551 0.0529 -3.2 -3.5 -1.3 0.420
C 0.5113 0.3797 0.0109 3.3 2.0 0.6 -0.038
F -0.3387 -1.7105 -0.1364 -0.7 1.2 0.6 -0.210
Br -2.3920 0.0193 -0.0985 1.1 0.2 0.3 -0.055
Br 0.5742 2.2666 0.1567 -0.1 -0.8 -0.1 -0.046
Br 2.1754 -0.5999 0.0144 -0.3 0.9 -0.1 -0.071

---

Calculated values (eV Å⁻¹) of maximum force for the records, taken in order: 1.297 4.946.
Calculated values (g mol⁻¹) of M for the records, taken in order: 337.18 282.73.